Record 1
2 unconnected molecules or ions with the total composition CH6N2O2S, computed with the ωB97M-V functional and the def2-TZVPD basis.

```
12
CH6N2O2S, DFT the ωB97M-V functional and the def2-TZVPD basis
H -0.11 -2.11 -3.09
S -1.38 -0.27 0.51
O 0.66 -1.52 -2.94
C 0.69 1.14 1.36
N 2.16 -1.30 -1.37
H 2.74 -0.84 -2.15
H 1.68 -0.57 -0.81
O 1.25 -2.13 -1.75
H 1.27 0.49 0.49
H 0.97 2.12 1.03
H 1.04 0.89 2.33
N -0.75 0.83 1.39
```

Output
**Total charge**: 0
**SMILES**: CN=S.NOO
**E_HOMO (alpha / beta)**: -8.52 / -8.52 eV
**LUMO level (alpha / beta)**: -1.2 / -1.2 eV
**Energy**: -19037.888 eV
**Orbital gap (alpha / beta)**: 0.270 / 0.270 Eh
**Relative energy (zero: lowest compared OMol25 entry of this formula, charge and spin)**: 579.8 kJ/mol

Record 2
2 unconnected molecules or ions with the total composition CH6N2O3S, computed with the ωB97M-V functional and the def2-TZVPD basis.

```
13
CH6N2O3S, DFT the ωB97M-V functional and the def2-TZVPD basis
H -2.40 -0.99 1.18
S 0.42 0.20 -0.41
H 1.78 0.47 -2.10
H -1.79 1.73 1.55
H 1.68 -1.43 -1.77
C 1.74 -0.35 -1.47
O -0.79 -0.02 -1.14
N -1.88 -0.05 1.18
O 0.48 -0.97 0.76
N -2.52 1.01 1.29
H -0.09 -0.78 1.55
O 0.64 1.49 0.20
H 2.72 -0.31 -0.83
```

Output
**Total charge**: 0
**SMILES**: CS(=O)(=O)O.[H]/N=N/[H]
**E_HOMO**: -9.36 eV
**LUMO level**: 0.4 eV
**Energy**: -21089.295 eV
**Orbital gap**: 0.359 Eh
**Relative energy (zero: lowest compared OMol25 entry of this formula, charge and spin)**: 216.1 kJ/mol

Record 3
A molecular structure, CH6N2P, computed with the ωB97M-V functional and the def2-TZVPD basis.

```
10
CH6N2P, DFT the ωB97M-V functional and the def2-TZVPD basis
P -0.10 1.87 1.02
C -0.11 -0.25 -0.10
N -0.45 -0.24 -1.36
N 0.03 -1.32 0.62
H 1.06 1.50 1.71
H 0.23 -1.25 1.61
H 0.65 2.41 -0.03
H -0.64 -1.09 -1.88
H -0.12 -2.25 0.25
H -0.56 0.63 -1.86
```

Output
**Total charge**: +1
**E_HOMO**: -15.30 eV
**LUMO level**: -4.9 eV
**Energy**: -13395.397 eV
**Orbital gap**: 0.381 Eh
**Relative energy (zero: lowest compared OMol25 entry of this formula, charge and spin)**: 71.2 kJ/mol

Record 4
2 unconnected molecules or ions with the total composition CH6N2S2, computed with the ωB97M-V functional and the def2-TZVPD basis.

```
11
CH6N2S2, DFT the ωB97M-V functional and the def2-TZVPD basis
H -1.80 -0.48 0.79
H 5.59 0.02 -3.76
S 5.94 1.17 -4.37
H -3.04 0.53 1.10
N -3.93 -1.28 3.00
H -1.95 -1.80 2.61
C -2.85 -1.21 2.35
H -3.74 -1.55 3.96
S 4.89 2.55 -3.26
H 3.58 2.46 -3.64
N -2.70 -0.41 1.23
```

Output
**Total charge**: 0
**SMILES**: [H]/N=C/N.SS
**E_HOMO**: -9.16 eV
**LUMO level**: 0.2 eV
**Energy**: -25784.192 eV
**Orbital gap**: 0.345 Eh
**Relative energy (zero: lowest compared OMol25 entry of this formula, charge and spin)**: 69.2 kJ/mol

Record 5
A gas-phase ion, CH6N3 (charge +1), computed with the ωB97M-V functional and the def2-TZVPD basis.

```
10
CH6N3, DFT the ωB97M-V functional and the def2-TZVPD basis
H -1.05 -1.07 -1.00
H 0.25 -1.54 0.96
H 0.60 -1.01 -1.07
H 0.57 0.28 2.48
H -0.16 1.64 -0.10
N 0.10 -0.60 0.71
H -0.38 1.34 -1.90
N -0.05 0.96 -0.93
C -0.15 -0.41 -0.61
N 0.26 0.41 1.46
```

Output
**Total charge**: +1
**SMILES**: [H]/N=[NH+]/CN
**E_HOMO (alpha / beta)**: -14.48 / -14.48 eV
**LUMO level (alpha / beta)**: -6.6 / -6.6 eV
**Energy**: -5594.400 eV
**Orbital gap (alpha / beta)**: 0.288 / 0.288 Eh
**Relative energy (zero: lowest compared OMol25 entry of this formula, charge and spin)**: 438.5 kJ/mol

Record 6
A molecular structure, CH6N3PS, computed with the ωB97M-V functional and the def2-TZVPD basis.

```
12
CH6N3PS, DFT the ωB97M-V functional and the def2-TZVPD basis
H 2.53 -0.86 -0.30
H 3.04 0.75 0.08
H -1.67 1.58 0.33
H -0.94 -1.39 -1.62
P -0.25 -0.34 0.30
S 0.56 -3.07 0.15
N 1.02 0.49 0.03
N -1.25 0.86 0.95
H -1.99 -0.29 -1.00
N -1.00 -0.46 -1.18
C 2.22 0.11 -0.02
H -1.08 1.32 1.79
```

Output
**2S+1**: 3
**Total charge**: 0
**E_HOMO (alpha / beta)**: -7.83 / -8.51 eV
**LUMO level (alpha / beta)**: 0.3 / -1.6 eV
**Energy**: -25725.599 eV
**Orbital gap (alpha / beta)**: 0.298 / 0.255 Eh
**Relative energy (zero: lowest compared OMol25 entry of this formula, charge and spin)**: 0.0 kJ/mol

Record 7
A gas-phase ion, CH6N3S2 (charge +1), computed with the ωB97M-V functional and the def2-TZVPD basis.

```
12
CH6N3S2, DFT the ωB97M-V functional and the def2-TZVPD basis
N -0.64 1.13 0.03
H 1.29 1.81 -0.51
N 1.48 -0.37 -0.16
C 0.25 -0.38 0.29
H -1.45 -1.50 0.80
H -2.18 0.62 -1.53
H -0.16 -2.45 0.65
H 2.03 -1.15 -0.51
H -0.36 1.80 0.71
S -2.27 0.94 -0.16
N -0.42 -1.51 0.50
S 2.43 1.06 -0.09
```

Output
**Total charge**: +1
**SMILES**: N/C(NS)=[NH+]/S
**E_HOMO**: -13.65 eV
**LUMO level**: -4.4 eV
**Energy**: -27265.779 eV
**Orbital gap**: 0.339 Eh
**Relative energy (zero: lowest compared OMol25 entry of this formula, charge and spin)**: 219.9 kJ/mol

Record 8
A single CH6N4 molecule, computed with the ωB97M-V functional and the def2-TZVPD basis.

```
11
CH6N4, DFT the ωB97M-V functional and the def2-TZVPD basis
C 0.51 -0.31 -0.21
H 2.36 -0.43 -1.27
N 1.48 0.05 -1.08
H -0.68 1.35 -0.71
H -2.25 -0.32 0.55
H -1.25 0.39 1.77
N 0.66 -1.29 0.61
H -0.25 -1.51 1.12
N -0.56 0.50 -0.18
N -1.57 0.44 0.76
H 1.56 1.14 -1.36
```

Output
**Total charge**: 0
**SMILES**: [H]/N=C(/N)NN
**E_HOMO**: -8.65 eV
**LUMO level**: 0.9 eV
**Energy**: -7093.461 eV
**Orbital gap**: 0.351 Eh
**Relative energy (zero: lowest compared OMol25 entry of this formula, charge and spin)**: 57.6 kJ/mol